[1]
Here is a cluster of 3 separate species, C4H13NO3 in total from the OMol25 dataset. Energies are from ωB97M-V/def2-TZVPD.

Geometry as XYZ:
```
21
Properties=species:S:1:pos:R:3:nbo_charge:R:1
C 0.250 0.206 0.865 -0.47
H -1.792 -1.436 0.963 0.20
C -2.035 0.482 -0.017 0.11
H 3.313 0.285 0.419 0.51
H 3.109 1.753 -0.031 0.44
H -2.466 0.926 -0.916 0.21
C -0.168 -0.112 -1.511 -0.46
H -0.060 0.854 1.678 0.21
C -2.357 -0.909 0.209 -0.06
H 0.163 -0.841 1.165 0.22
H 3.235 -1.831 -0.492 0.43
N -0.580 0.562 -0.296 -0.24
H 0.861 0.051 -1.819 0.27
H -0.751 0.242 -2.377 0.20
H 1.302 0.320 0.624 0.30
H -2.526 0.712 1.851 0.48
O 3.717 1.202 0.462 -0.99
O 2.692 -1.165 -0.059 -1.13
H -0.303 -1.191 -1.568 0.20
H -3.212 -1.402 -0.235 0.21
O -2.392 1.294 1.085 -0.65
```

Summary:
HOMO = -7.49 eV
Spin multiplicity = 1
Orbital gap = 0.117 hartree
Energy above the lowest of the compared OMol25 structures with the same formula, charge and spin = 191.8 kcal per mole
Charge = 0


[2]
Here is a cluster of 3 separate species, C4H13NO3 in total from the OMol25 dataset. Energies are from ωB97M-V/def2-TZVPD.

Geometry as XYZ:
```
21
Properties=species:S:1:pos:R:3:nbo_charge:R:1
H -3.472 0.547 -2.312 0.49
H 1.867 -1.241 1.062 0.27
H -1.538 1.012 0.316 0.27
H -2.340 -0.280 -2.889 0.49
C -0.697 -1.339 0.631 -0.48
H 1.127 -0.472 2.418 0.29
H -0.667 1.333 1.796 0.26
H -1.494 -1.234 -0.103 0.27
O 3.532 0.685 1.442 -0.41
H 1.943 1.882 1.229 0.14
H 1.575 -0.420 -2.484 0.47
C 2.362 0.872 1.334 0.41
O 0.781 -0.141 -2.947 -0.92
H 0.038 -0.207 -2.344 0.46
O -2.629 0.149 -2.071 -0.98
C -0.540 1.096 0.737 -0.49
H -1.162 -1.361 1.617 0.27
H -0.183 -2.280 0.426 0.26
N 0.162 -0.172 0.616 0.06
C 1.391 -0.307 1.364 -0.39
H -0.056 1.880 0.162 0.27
```

Summary:
HOMO (spin up / spin down) = -14.69 / -14.66 eV
Spin multiplicity = 2
Orbital gap (spin up / spin down) = 0.413 / 0.250 hartree
Energy above the lowest of the compared OMol25 structures with the same formula, charge and spin = 35.7 kcal per mole
⟨S²⟩ = 0.754
Charge = +1